1.
Computed, not measured: an isolated molecule of C6H12O, with ωB97M-V/def2-TZVPD.

- Lowest unoccupied orbital energy: 0.0353 Ha
- Kohn-Sham gap: 10.70 eV
- Energy above the lowest of the compared OMol25 structures with the same formula, charge and spin: 28.39 kcal/mol
- Highest occupied orbital energy: -9.73 eV
- Energy: -8463.1228 eV

Last column: Mulliken charge in e.
Geometry (Å):
O1 -2.9873 0.8713 1.2692  -0.4799
C1 -2.1238 1.0024 0.4262  -0.1693
C2 -1.7044 -0.0496 -0.5731  -0.3776
C3 -0.6941 -0.9901 0.0216  -0.7043
C4 0.3154 -0.3561 1.0112  -0.6227
C5 1.3481 0.4885 0.2355  -0.2927
C6 2.2046 -0.1715 -0.8652  -1.1400
H1 -1.5762 1.9317 0.5884  0.4397
H2 -2.5957 -0.5511 -0.9620  0.3955
H3 -1.1720 0.5292 -1.4424  0.1837
H4 -0.1459 -1.6585 -0.6641  0.3568
H5 -1.2912 -1.6975 0.6260  0.3090
H6 0.7585 -1.1981 1.5765  0.3106
H7 -0.2084 0.3304 1.6817  0.3741
H8 2.0230 1.0219 0.9538  0.3618
H9 0.8018 1.2942 -0.3330  0.1378
H10 3.0537 0.4657 -1.0578  0.3523
H11 2.4545 -1.2129 -0.7395  0.2986
H12 1.5393 -0.0500 -1.7531  0.2667

***

2.
Computed, not measured: an isolated molecule of C6H12O, with ωB97M-V/def2-TZVPD.

- Lowest unoccupied orbital energy: 0.0437 Ha
- Kohn-Sham gap: 10.91 eV
- Energy above the lowest of the compared OMol25 structures with the same formula, charge and spin: 38.83 kcal/mol
- Highest occupied orbital energy: -9.72 eV
- Energy: -8462.6699 eV

Last column: Mulliken charge in e.
Geometry (Å):
C1 -0.8603 1.8560 0.9756  -1.6560
C2 -0.6441 0.5754 0.1809  0.6330
O1 -0.0378 0.9539 -1.0462  -0.4104
C3 0.2233 -0.3901 0.9987  -0.1460
C4 0.3818 -1.8346 0.6194  -0.7286
C5 1.5207 -0.8759 0.4261  -0.4799
C6 -0.2028 0.0585 -2.1216  -0.7506
H1 -1.3932 1.6427 1.9089  0.3950
H2 -1.4390 2.5818 0.3988  0.3764
H3 0.1077 2.3019 1.2282  0.3838
H4 -1.6212 0.1083 -0.0279  0.2515
H5 1.7527 -0.5239 -0.5737  0.1536
H6 0.2162 -0.1836 2.0673  0.4479
H7 -0.1712 -2.1963 -0.2424  0.1618
H8 0.4723 -2.5669 1.4159  0.2595
H9 2.3818 -0.9720 1.0791  0.2692
H10 -1.1628 0.2009 -2.6343  0.3145
H11 -0.1296 -0.9920 -1.8247  0.2652
H12 0.6055 0.2559 -2.8283  0.2601

***

3.
Computed, not measured: a cluster of 2 separate species, C6H12O in total, with ωB97M-V/def2-TZVPD.

- Lowest unoccupied orbital energy: 0.0333 Ha
- Kohn-Sham gap: 8.98 eV
- Energy above the lowest of the compared OMol25 structures with the same formula, charge and spin: 84.09 kcal/mol
- Highest occupied orbital energy: -8.07 eV
- Energy: -8460.7074 eV

Last column: Mulliken charge in e.
Geometry (Å):
C1 -1.8391 -0.4446 1.2246  -1.0538
C2 -1.5105 0.7586 0.3409  -0.2100
C3 -0.8550 0.3847 -0.9628  -0.0016
C4 0.0988 1.0862 -1.5701  -1.0541
C5 2.1225 -0.2795 -0.6282  -0.1859
C6 1.8472 -0.3457 0.8500  -0.6304
O1 1.8753 -1.4816 -1.1261  -0.3414
H1 -2.3525 -0.1295 2.1387  0.3356
H2 -0.9361 -0.9910 1.5135  0.1888
H3 -2.4966 -1.1466 0.6985  0.3087
H4 -0.8696 1.4692 0.8783  0.2493
H5 -2.4448 1.2987 0.1327  0.3208
H6 -1.2198 -0.5293 -1.4363  0.2749
H7 0.5096 2.0000 -1.1456  0.3001
H8 0.4933 0.8101 -2.5446  0.3426
H9 2.8311 -0.3361 1.3378  0.3786
H10 1.3035 -1.2365 1.1866  0.1513
H11 1.3416 0.5667 1.1797  0.2182
H12 2.1009 -1.4540 -2.0679  0.4084

***

4.
Computed, not measured: an isolated molecule of C6H12O, with ωB97M-V/def2-TZVPD.

- Lowest unoccupied orbital energy: 0.0364 Ha
- Kohn-Sham gap: 11.00 eV
- Energy above the lowest of the compared OMol25 structures with the same formula, charge and spin: 25.40 kcal/mol
- Highest occupied orbital energy: -10.01 eV
- Energy: -8463.2524 eV

Last column: Mulliken charge in e.
Geometry (Å):
C1 1.0160 1.0176 1.0608  -1.4425
C2 -1.6785 -0.1913 0.6312  -0.6958
C3 -0.3809 -0.8470 0.2992  -0.2245
C4 -1.6024 -1.1864 -0.5015  -0.5829
C5 0.7932 0.0323 -0.1012  1.3443
C6 0.6047 0.7452 -1.4355  -1.7243
O1 1.9637 -0.7610 -0.2906  -0.5987
H1 0.1282 1.6177 1.2938  0.3393
H2 1.8380 1.6993 0.8358  0.3719
H3 1.2571 0.4584 1.9745  0.3640
H4 -1.7658 0.8466 0.3130  0.2671
H5 -2.1248 -0.3791 1.6021  0.2605
H6 -0.0876 -1.6333 0.9981  0.3460
H7 -1.7218 -0.7657 -1.4955  0.2127
H8 -1.9898 -2.1982 -0.4128  0.2553
H9 0.6451 0.0216 -2.2566  0.3819
H10 1.4140 1.4671 -1.5813  0.4094
H11 -0.3486 1.2808 -1.4876  0.3378
H12 2.0565 -1.3318 0.4836  0.3785

***

5.
Computed, not measured: an isolated molecule of C6H12O, with ωB97M-V/def2-TZVPD.

- Lowest unoccupied orbital energy: 0.0332 Ha
- Kohn-Sham gap: 10.27 eV
- Energy above the lowest of the compared OMol25 structures with the same formula, charge and spin: 28.28 kcal/mol
- Highest occupied orbital energy: -9.37 eV
- Energy: -8463.1275 eV

Last column: Mulliken charge in e.
Geometry (Å):
C1 2.1477 -0.2753 -0.5167  -1.3313
C2 1.0590 0.3157 0.3804  -0.1568
C3 -0.3700 -0.1307 0.0396  1.2701
C4 -0.5947 -0.8341 -1.2857  -1.7229
C5 -1.2746 -0.5413 1.1813  -1.1910
C6 -1.4937 0.7679 0.5014  -0.2032
O1 -1.2046 1.9063 1.2559  -0.5483
H1 2.0374 0.0467 -1.5580  0.3163
H2 2.1405 -1.3709 -0.5062  0.3210
H3 3.1355 0.0557 -0.1794  0.3901
H4 1.1206 1.4117 0.3288  0.1942
H5 1.2787 0.0594 1.4230  0.3383
H6 -0.2443 -0.2298 -2.1312  0.3317
H7 -0.0772 -1.7993 -1.3259  0.3299
H8 -1.6621 -1.0311 -1.4399  0.4458
H9 -0.8599 -0.4850 2.1847  0.2920
H10 -1.9969 -1.3402 1.0280  0.2638
H11 -2.3636 0.8610 -0.1545  0.3210
H12 -0.9060 2.5922 0.6450  0.3393

***

6.
Computed, not measured: an isolated molecule of C6H12O, with ωB97M-V/def2-TZVPD.

- Lowest unoccupied orbital energy: 0.0416 Ha
- Kohn-Sham gap: 10.82 eV
- Energy above the lowest of the compared OMol25 structures with the same formula, charge and spin: 7.37 kcal/mol
- Highest occupied orbital energy: -9.68 eV
- Energy: -8464.0341 eV

Last column: Mulliken charge in e.
Geometry (Å):
C1 1.7962 -1.1105 0.8501  -1.6468
C2 1.2421 -0.1651 -0.2115  0.6630
C3 0.3679 -0.8984 -1.2520  -0.7081
O1 -0.9757 -0.6802 -0.8726  -0.4155
C4 -1.0384 0.6658 -0.4287  0.5470
C5 -2.3219 0.8719 0.3478  -1.5310
C6 0.2537 0.8663 0.3782  -1.0398
H1 2.4807 -1.8460 0.4124  0.3955
H2 0.9749 -1.6549 1.3319  0.3654
H3 2.3425 -0.5621 1.6257  0.3827
H4 2.0708 0.3407 -0.7195  0.3473
H5 0.5447 -0.4930 -2.2608  0.2905
H6 0.5338 -1.9799 -1.2819  0.3465
H7 -1.0285 1.3314 -1.3101  0.2588
H8 -3.1959 0.7338 -0.2949  0.3479
H9 -2.3545 1.8809 0.7713  0.3643
H10 -2.3788 0.1492 1.1677  0.3633
H11 0.0661 0.6560 1.4386  0.3445
H12 0.6201 1.8939 0.3084  0.3246

***

7.
Computed, not measured: an isolated molecule of C6H12O, with ωB97M-V/def2-TZVPD.

- Lowest unoccupied orbital energy: 0.0386 Ha
- Kohn-Sham gap: 10.53 eV
- Energy above the lowest of the compared OMol25 structures with the same formula, charge and spin: 57.64 kcal/mol
- Highest occupied orbital energy: -9.48 eV
- Energy: -8461.8545 eV

Last column: Mulliken charge in e.
Geometry (Å):
C1 -2.2578 0.0119 0.7351  -1.2449
C2 -1.1008 0.8639 0.2394  -0.6508
C3 -0.3284 0.1693 -0.8462  0.4143
C4 1.0426 0.7322 -1.1281  -1.2604
C5 0.7277 -0.7636 -0.5000  -0.4543
C6 1.4050 -1.0289 0.8211  -0.4283
O1 2.7218 -0.7205 0.4249  -0.6098
H1 -2.9046 -0.2766 -0.1009  0.3250
H2 -2.8602 0.5607 1.4625  0.3651
H3 -1.8941 -0.9072 1.2104  0.2959
H4 -0.4362 1.1236 1.0765  0.3426
H5 -1.4551 1.8108 -0.1799  0.3357
H6 -0.8739 -0.0804 -1.7443  0.5141
H7 1.3428 0.8236 -2.1725  0.3357
H8 1.1988 1.6826 -0.5895  0.4111
H9 0.9951 -1.5523 -1.2079  0.3984
H10 1.0452 -0.3908 1.6452  0.1676
H11 1.2262 -2.0728 1.1534  0.3250
H12 2.4061 0.0144 -0.2990  0.4181

***

8.
Computed, not measured: an isolated molecule of C6H12O, with ωB97M-V/def2-TZVPD.

- Lowest unoccupied orbital energy: 0.0411 Ha
- Kohn-Sham gap: 10.33 eV
- Energy above the lowest of the compared OMol25 structures with the same formula, charge and spin: 48.18 kcal/mol
- Highest occupied orbital energy: -9.21 eV
- Energy: -8462.2647 eV

Last column: Mulliken charge in e.
Geometry (Å):
C1 1.9532 -0.7805 -0.1140  -0.9750
C2 1.5029 0.8338 -0.4850  -0.7516
C3 0.1012 0.9464 0.0925  0.2293
C4 -1.0645 0.7943 -0.8912  -0.7861
C5 -2.0144 -0.1153 -0.1051  -0.5742
C6 -1.0376 -1.0537 0.5819  -0.4429
O1 -0.0120 -0.1852 0.9798  -0.4458
H1 2.9056 -0.6714 0.3846  0.3355
H2 1.4560 -1.5654 0.5222  0.3291
H3 1.9924 -1.2633 -1.0818  0.2813
H4 2.1744 1.6222 -0.0708  0.2869
H5 1.5296 1.0327 -1.5809  0.2967
H6 -0.0368 1.8068 0.7549  0.3766
H7 -1.5181 1.7495 -1.1786  0.3468
H8 -0.7220 0.2978 -1.8096  0.3103
H9 -2.7572 -0.6251 -0.7189  0.3517
H10 -2.5141 0.4703 0.6748  0.2710
H11 -1.4067 -1.5215 1.4978  0.2772
H12 -0.7100 -1.8702 -0.0977  0.2832

***

9.
Computed, not measured: a structure of composition C6H12O, with ωB97M-V/def2-TZVPD.

- Lowest unoccupied orbital energy: 0.0352 Ha
- Kohn-Sham gap: 10.52 eV
- Energy above the lowest of the compared OMol25 structures with the same formula, charge and spin: 26.15 kcal/mol
- Highest occupied orbital energy: -9.57 eV
- Energy: -8463.2201 eV

Last column: Mulliken charge in e.
Geometry (Å):
C1 -0.1027 -1.9480 -0.9219  -1.5509
C2 -0.7811 -0.6774 -0.4525  0.1306
O1 -1.4415 -0.8952 0.8111  -0.4524
C3 -0.4627 -0.1025 1.4905  -0.8721
C4 0.0665 0.4702 0.1673  1.7528
C5 -0.5830 1.8217 -0.1316  -1.8914
C6 1.5819 0.5142 -0.0270  -1.5148
H1 -0.8653 -2.7113 -1.1130  0.3826
H2 0.4621 -1.7887 -1.8465  0.3479
H3 0.5771 -2.3361 -0.1565  0.3301
H4 -1.4996 -0.3322 -1.2086  0.3501
H5 0.2600 -0.7260 2.0370  0.3085
H6 -0.9155 0.6161 2.1837  0.3334
H7 -1.6637 1.7727 0.0545  0.4759
H8 -0.4230 2.1079 -1.1798  0.4175
H9 -0.1546 2.6071 0.5044  0.4087
H10 1.8737 1.4151 -0.5669  0.3701
H11 1.9729 -0.3431 -0.5816  0.3552
H12 2.0985 0.5357 0.9373  0.3183

***

10.
Computed, not measured: an isolated molecule of C6H12O, with ωB97M-V/def2-TZVPD.

- Lowest unoccupied orbital energy: 0.0320 Ha
- Kohn-Sham gap: 8.69 eV
- Energy above the lowest of the compared OMol25 structures with the same formula, charge and spin: 82.42 kcal/mol
- Highest occupied orbital energy: -7.82 eV
- Energy: -8460.7800 eV

Last column: Mulliken charge in e.
Geometry (Å):
C1 0.6959 1.3251 -0.0047  -1.4922
C2 1.3191 -1.0430 0.6042  -0.3462
C3 1.7549 -2.0636 -0.4162  -0.8465
O1 -0.0086 -0.9789 0.5162  -0.1475
C4 -0.4885 0.3796 0.2528  1.6208
C5 -1.3499 0.9451 1.3700  -1.5321
C6 -1.2971 0.1333 -1.0216  -1.5253
H1 1.4840 0.8792 -0.6217  0.3717
H2 1.1809 1.6160 0.9294  0.4380
H3 0.3129 2.2125 -0.5152  0.4156
H4 1.1071 -1.9902 -1.3064  0.2030
H5 1.6759 -3.0795 -0.0121  0.3502
H6 2.7936 -1.8393 -0.6859  0.3161
H7 -1.6471 1.9625 1.0851  0.3556
H8 -2.2566 0.3563 1.5329  0.3716
H9 -0.7876 1.0029 2.3066  0.3817
H10 -2.1828 -0.4708 -0.7969  0.3631
H11 -0.6937 -0.4257 -1.7464  0.3385
H12 -1.6125 1.0785 -1.4701  0.3639